Record 1
Molecular formula: CH2FN5
Method: DFT, ωB97M-V with the def2-TZVPD basis set

```
! wB97M-V def2-TZVPD RIJCOSX def2/J DEFGRID3
* xyz 0 1
H -0.16 0.01 1.39
N 0.09 0.10 0.37
N 1.28 0.36 0.22
N 2.23 -0.02 -0.29
N 3.42 0.17 -0.50
C 4.48 -0.44 -0.06
N 5.40 -0.88 0.48
F 0.11 2.44 0.22
H -0.05 1.62 0.37
*
```

Summary:
calculated total energy = -11230.049 eV
E_LUMO = -1.90 eV
energy relative to the best compared isomer or geometry (same formula, charge and spin) = 180.9 kJ/mol
SMILES = [H]/N=N/N=N/C#N.F

Atom charges from the natural (NBO) analysis, given in e for atoms 1 to 2:
1 H 0.385
2 N -0.548

Record 2
Molecular formula: C24H67N6O7
Method: DFT, ωB97M-V with the def2-TZVPD basis set

```
! wB97M-V def2-TZVPD RIJCOSX def2/J DEFGRID3
* xyz -1 1
O -0.04 0.10 -0.19
H -0.77 0.23 -0.91
C 3.32 -1.82 1.62
C 2.73 -2.21 0.26
C 3.34 -3.61 -0.21
O 4.61 -3.29 -0.55
C 5.40 -4.48 -0.84
N 1.22 -2.40 0.52
H 3.44 -2.76 2.27
H 2.79 -1.05 2.19
H 4.33 -1.42 1.35
H 2.74 -1.61 -0.52
H 2.76 -3.98 -0.95
H 3.26 -4.22 0.51
H 5.10 -5.29 -0.23
H 6.42 -4.36 -0.55
H 5.44 -4.72 -1.99
H 0.95 -2.71 -0.32
H 0.87 -1.47 0.40
C -2.16 4.01 0.28
C -0.69 3.69 -0.21
C -0.01 5.10 -0.38
O -0.62 5.76 -1.47
C 0.05 6.93 -1.94
N -0.02 2.84 0.84
H -2.05 4.38 1.43
H -2.74 3.18 0.08
H -2.51 4.96 -0.17
H -0.81 3.29 -1.34
H 1.13 5.05 -0.48
H -0.04 5.86 0.34
H 0.85 6.57 -2.31
H 0.24 7.60 -1.12
H -0.55 7.33 -2.84
H 0.92 2.63 0.16
H -0.35 1.77 0.55
C -1.34 1.71 3.69
C -0.24 0.62 3.61
C 0.10 0.10 4.96
O 0.69 1.07 5.80
C 1.01 0.38 7.07
N -0.50 -0.34 2.58
H -1.66 2.15 2.58
H -1.04 2.46 4.41
H -2.31 1.38 4.11
H 0.50 1.44 3.35
H 0.67 -0.78 4.82
H -0.82 -0.22 5.40
H 1.73 -0.38 6.85
H 0.25 0.11 7.51
H 1.67 1.13 7.56
H 0.35 -0.94 2.57
H -0.59 0.19 1.72
C -2.49 -3.11 -3.46
C -1.41 -2.75 -2.46
C -0.17 -3.49 -2.80
O -0.19 -4.92 -2.82
C -0.17 -5.66 -1.61
N -1.13 -1.37 -2.41
H -3.43 -2.82 -2.99
H -2.74 -4.09 -3.62
H -2.28 -2.44 -4.51
H -1.91 -3.09 -1.62
H 0.77 -3.36 -2.26
H -0.05 -3.26 -3.83
H 0.59 -5.39 -1.13
H -0.33 -6.81 -1.78
H -0.93 -5.38 -0.85
H -0.83 -1.05 -1.46
H -2.02 -0.97 -1.82
C -4.40 0.27 -0.77
C -3.73 0.11 0.66
C -4.78 -0.22 1.77
O -5.74 0.83 1.88
C -5.36 1.78 2.81
N -2.68 -0.85 0.60
H -5.27 0.89 -0.73
H -4.86 -0.63 -1.15
H -3.68 0.73 -1.58
H -3.17 1.05 1.04
H -4.13 -0.43 2.76
H -5.09 -1.13 1.33
H -5.29 1.12 3.84
H -5.95 2.56 2.71
H -4.18 2.07 2.85
H -2.57 -0.93 1.66
H -1.52 -0.35 0.39
C 3.23 2.53 -2.47
C 2.23 1.55 -2.11
C 2.37 0.15 -2.89
O 2.40 0.46 -4.33
C 2.53 -0.68 -5.24
N 2.25 1.45 -0.58
H 4.25 2.09 -2.05
H 2.76 3.40 -2.10
H 3.30 2.60 -3.61
H 1.43 2.07 -2.51
H 1.72 -0.52 -2.65
H 3.14 -0.29 -2.60
H 3.64 -1.20 -5.05
H 2.52 -0.40 -6.35
H 1.74 -1.60 -5.21
H 3.04 0.79 -0.53
H 1.58 0.76 -0.29
*
```

Summary:
calculated total energy = -49230.599 eV
E_LUMO = 2.51 eV
energy relative to the best compared isomer or geometry (same formula, charge and spin) = 1151.5 kJ/mol

Atom charges from the Löwdin analysis, given in e for atoms 1 to 2:
1 O -0.443
2 H 0.022

Record 3
Molecular formula: C3H10N2O2S
Method: DFT, ωB97M-V with the def2-TZVPD basis set

```
! wB97M-V def2-TZVPD RIJCOSX def2/J DEFGRID3
* xyz 0 1
C -0.18 -1.90 0.43
C -0.64 -1.12 -0.80
S 0.69 -0.94 -2.19
N -0.66 -1.27 1.67
H 0.90 -1.83 0.56
H -0.47 -2.94 0.27
H -0.99 -0.15 -0.54
H -1.54 -1.65 -1.23
H 0.84 0.40 -1.90
H -0.55 -1.90 2.48
H -1.72 -0.99 1.62
H -0.01 -0.39 1.71
N -0.94 2.20 1.35
C 0.18 1.60 0.64
O 0.36 1.97 -0.54
O 0.81 0.66 1.32
H -0.66 2.33 2.32
H -1.12 3.10 0.90
*
```

Summary:
calculated total energy = -21183.451 eV
E_LUMO = 0.10 eV
energy relative to the best compared isomer or geometry (same formula, charge and spin) = 126.4 kJ/mol

Atom charges from the natural (NBO) analysis, given in e for atoms 1 to 2:
1 C -0.252
2 C -0.499

Record 4
Molecular formula: C10H13F2N2S
Method: DFT, ωB97M-V with the def2-TZVPD basis set

```
! wB97M-V def2-TZVPD RIJCOSX def2/J DEFGRID3
* xyz 1 1
C 0.20 0.25 1.05
C 0.18 0.02 -1.36
C 0.53 -0.99 1.24
C 0.54 -1.33 -1.18
C 0.11 0.87 -0.22
C 0.82 -1.90 0.11
C -1.52 2.01 -0.50
C 1.33 -3.92 1.41
C 0.06 2.34 -0.38
C -2.42 1.93 0.75
N 1.27 -3.18 0.24
N 0.52 2.90 -1.61
F -1.77 2.47 1.85
F -2.71 0.63 1.00
S -2.09 2.07 -2.07
H -0.13 0.79 1.90
H -0.22 0.16 -2.36
H 0.59 -1.53 2.20
H 0.66 -2.01 -2.03
H 2.17 -3.69 2.20
H 0.37 -3.80 1.99
H 1.66 -4.80 1.12
H 0.50 2.83 0.62
H -3.44 2.41 0.58
H 1.82 -3.49 -0.56
H 0.48 3.93 -1.57
H -0.76 2.53 -2.28
H 1.25 2.46 -2.14
*
```

Summary:
calculated total energy = -29821.739 eV
E_LUMO (spin up / spin down) = -4.85 / -4.85 eV
energy relative to the best compared isomer or geometry (same formula, charge and spin) = 0.0 kJ/mol

Atom charges from the natural (NBO) analysis, given in e for atoms 1 to 2:
1 C -0.133
2 C -0.130

Record 5
Molecular formula: C21H17N5O3S
Method: DFT, ωB97M-V with the def2-TZVPD basis set

```
! wB97M-V def2-TZVPD RIJCOSX def2/J DEFGRID3
* xyz 0 1
C -1.34 -4.59 -0.59
C -1.71 -3.11 -0.58
C -1.00 -2.38 0.55
N -1.35 -0.97 0.59
C -2.22 -0.49 1.55
O -2.70 -1.22 2.39
C -2.52 0.95 1.47
C -3.41 1.50 2.39
C -3.72 2.84 2.35
C -3.16 3.65 1.38
C -2.27 3.14 0.45
C -1.94 1.79 0.50
N -1.06 1.19 -0.38
C -0.24 1.62 -1.41
S 0.05 3.27 -1.88
C 1.92 3.34 -1.68
N 2.47 2.15 -1.16
C 2.16 1.66 0.10
O 1.54 2.27 0.94
C 2.69 0.28 0.13
C 2.65 -0.67 1.13
C 3.15 -1.93 0.84
C 3.67 -2.22 -0.41
C 3.72 -1.27 -1.41
C 3.22 -0.01 -1.13
C 3.06 1.18 -1.99
O 3.39 1.37 -3.13
N 0.41 0.61 -1.92
N 0.08 -0.50 -1.25
C -0.79 -0.16 -0.34
H -0.27 -4.71 -0.73
H -1.85 -5.10 -1.40
H -1.62 -5.06 0.35
H -2.79 -3.00 -0.45
H -1.43 -2.65 -1.53
H 0.08 -2.44 0.41
H -1.28 -2.79 1.52
H -3.83 0.84 3.13
H -4.41 3.26 3.07
H -3.41 4.70 1.34
H -1.84 3.77 -0.31
H 2.08 4.18 -1.00
H 2.33 3.53 -2.67
H 2.22 -0.43 2.10
H 3.12 -2.70 1.60
H 4.05 -3.22 -0.60
H 4.11 -1.49 -2.39
*
```

Summary:
calculated total energy = -46482.915 eV
E_LUMO = -0.39 eV
energy relative to the best compared isomer or geometry (same formula, charge and spin) = 0.0 kJ/mol
SMILES = CCCn1c(=O)c2ccccc2n2c(SCN3C(=O)c4ccccc4C3=O)nnc12

Atom charges from the natural (NBO) analysis, given in e for atoms 1 to 2:
1 C -0.603
2 C -0.407

Record 6
Molecular formula: C24H44N3OP2Yb
Method: DFT, ωB97M-V with the def2-TZVPD basis set

```
! wB97M-V def2-TZVPD RIJCOSX def2/J DEFGRID3
* xyz 2 2
Yb -0.69 0.01 0.05
P 0.00 2.19 1.67
P 2.17 -1.12 -1.79
N 0.59 1.62 -1.18
C -0.40 3.39 0.33
H -1.47 3.64 0.39
H 0.15 4.32 0.56
C -0.07 2.95 -1.10
H -0.99 2.88 -1.69
H 0.56 3.71 -1.59
C 1.15 1.43 -2.55
H 2.14 1.92 -2.61
H 0.48 1.92 -3.27
C 1.25 -0.04 -2.93
H 1.75 -0.14 -3.90
H 0.23 -0.46 -3.06
C 1.50 -2.74 -2.26
C 0.06 -2.95 -1.77
H -0.64 -2.16 -2.10
H 0.01 -3.05 -0.68
H -0.32 -3.88 -2.21
C 3.93 -1.01 -2.16
C 4.73 -1.71 -1.06
H 5.78 -1.40 -1.16
H 4.69 -2.80 -1.17
H 4.39 -1.44 -0.06
C 0.96 3.05 2.97
C 1.01 2.22 4.26
H 1.75 2.67 4.93
H 1.32 1.19 4.07
H 0.04 2.21 4.79
C -1.71 1.74 2.28
C -1.69 0.45 3.12
H -2.65 -0.09 3.00
H -1.58 0.67 4.19
H -0.88 -0.26 2.84
C 2.03 -0.52 -0.08
C 4.36 -1.48 -3.57
H 3.52 -1.67 -4.25
H 4.98 -0.70 -4.01
H 4.97 -2.39 -3.50
C 0.58 4.51 3.19
H 1.07 4.87 4.10
H 0.92 5.14 2.36
H -0.50 4.65 3.32
C -2.42 2.89 2.99
H -3.45 2.58 3.23
H -1.94 3.17 3.94
H -2.51 3.79 2.36
C 2.39 -3.92 -1.85
H 2.54 -3.96 -0.76
H 1.90 -4.86 -2.15
H 3.37 -3.91 -2.35
H 1.49 -2.70 -3.37
H -2.29 1.53 1.35
H 4.11 0.08 -2.11
H 1.98 3.03 2.54
O 1.21 -1.01 0.78
H 1.42 1.59 -0.53
H 2.75 0.31 0.19
N -4.77 -0.85 -1.53
C -3.65 -0.14 -1.76
N -2.67 -0.54 -0.96
C -3.18 -1.56 -0.15
C -2.57 -2.30 0.88
C -3.37 -3.28 1.50
C -4.70 -3.50 1.12
C -5.30 -2.74 0.10
C -4.51 -1.78 -0.50
H -5.66 -0.75 -2.02
H -3.59 0.65 -2.51
H -1.52 -2.13 1.15
H -2.93 -3.89 2.30
H -5.27 -4.28 1.62
H -6.34 -2.88 -0.22
*
```

Summary:
calculated total energy = -82214.350 eV
E_LUMO (spin up / spin down) = -4.83 / -4.89 eV

Atom charges from the Löwdin analysis, given in e for atoms 1 to 2:
1 Yb 1.230
2 P 0.991

Please write out number 5 again, unchanged.
Molecular formula: C21H17N5O3S
Method: DFT, ωB97M-V with the def2-TZVPD basis set

```
! wB97M-V def2-TZVPD RIJCOSX def2/J DEFGRID3
* xyz 0 1
C -1.34 -4.59 -0.59
C -1.71 -3.11 -0.58
C -1.00 -2.38 0.55
N -1.35 -0.97 0.59
C -2.22 -0.49 1.55
O -2.70 -1.22 2.39
C -2.52 0.95 1.47
C -3.41 1.50 2.39
C -3.72 2.84 2.35
C -3.16 3.65 1.38
C -2.27 3.14 0.45
C -1.94 1.79 0.50
N -1.06 1.19 -0.38
C -0.24 1.62 -1.41
S 0.05 3.27 -1.88
C 1.92 3.34 -1.68
N 2.47 2.15 -1.16
C 2.16 1.66 0.10
O 1.54 2.27 0.94
C 2.69 0.28 0.13
C 2.65 -0.67 1.13
C 3.15 -1.93 0.84
C 3.67 -2.22 -0.41
C 3.72 -1.27 -1.41
C 3.22 -0.01 -1.13
C 3.06 1.18 -1.99
O 3.39 1.37 -3.13
N 0.41 0.61 -1.92
N 0.08 -0.50 -1.25
C -0.79 -0.16 -0.34
H -0.27 -4.71 -0.73
H -1.85 -5.10 -1.40
H -1.62 -5.06 0.35
H -2.79 -3.00 -0.45
H -1.43 -2.65 -1.53
H 0.08 -2.44 0.41
H -1.28 -2.79 1.52
H -3.83 0.84 3.13
H -4.41 3.26 3.07
H -3.41 4.70 1.34
H -1.84 3.77 -0.31
H 2.08 4.18 -1.00
H 2.33 3.53 -2.67
H 2.22 -0.43 2.10
H 3.12 -2.70 1.60
H 4.05 -3.22 -0.60
H 4.11 -1.49 -2.39
*
```

Summary:
calculated total energy = -46482.915 eV
E_LUMO = -0.39 eV
energy relative to the best compared isomer or geometry (same formula, charge and spin) = 0.0 kJ/mol
SMILES = CCCn1c(=O)c2ccccc2n2c(SCN3C(=O)c4ccccc4C3=O)nnc12

Atom charges from the natural (NBO) analysis, given in e for atoms 1 to 2:
1 C -0.603
2 C -0.407

Please write out number 3 again, unchanged.
Molecular formula: C3H10N2O2S
Method: DFT, ωB97M-V with the def2-TZVPD basis set

```
! wB97M-V def2-TZVPD RIJCOSX def2/J DEFGRID3
* xyz 0 1
C -0.18 -1.90 0.43
C -0.64 -1.12 -0.80
S 0.69 -0.94 -2.19
N -0.66 -1.27 1.67
H 0.90 -1.83 0.56
H -0.47 -2.94 0.27
H -0.99 -0.15 -0.54
H -1.54 -1.65 -1.23
H 0.84 0.40 -1.90
H -0.55 -1.90 2.48
H -1.72 -0.99 1.62
H -0.01 -0.39 1.71
N -0.94 2.20 1.35
C 0.18 1.60 0.64
O 0.36 1.97 -0.54
O 0.81 0.66 1.32
H -0.66 2.33 2.32
H -1.12 3.10 0.90
*
```

Summary:
calculated total energy = -21183.451 eV
E_LUMO = 0.10 eV
energy relative to the best compared isomer or geometry (same formula, charge and spin) = 126.4 kJ/mol

Atom charges from the natural (NBO) analysis, given in e for atoms 1 to 2:
1 C -0.252
2 C -0.499

> The highest calculated total energy belongs to which entry?

CH2FN5